1.
Molecular formula: C3H7NSi
Method: DFT, wB97M-V/def2-TZVPD

Summary:
Energy relative to the best compared isomer or geometry (same formula, charge and spin) in kcal/mol: 75.3
Charge: 0
Kohn-Sham gap in Ha: 0.3110
Structure (SMILES): C=[SiH]C.C#N
Calculated total energy in eV: -12588.4526

```
12
Properties=species:S:1:pos:R:3:forces:R:3
C -3.375 0.205 -0.460 -1.283 -0.268 1.578
C 1.083 -1.474 0.109 -3.970 0.059 1.946
C 1.298 1.643 -0.245 -0.289 -3.839 3.213
N -3.997 -0.020 0.490 1.026 0.249 -1.332
Si 1.018 0.274 0.815 0.841 0.947 -0.675
H 1.966 -1.933 0.078 3.963 -1.780 0.866
H 0.325 -2.246 0.538 1.237 1.528 -0.288
H 0.889 -1.521 -0.913 -0.961 0.746 -1.998
H -2.880 0.457 -1.362 0.300 0.027 -0.239
H 1.580 1.588 -1.205 0.916 -1.110 -3.643
H 0.870 2.540 -0.159 -1.171 3.745 1.458
H 1.223 0.488 2.314 -0.608 -0.305 -0.886
```
Positions in Å, forces in eV/Å.

=====

2.
Molecular formula: C3H4O
Method: DFT, wB97M-V/def2-TZVPD

Summary:
Energy relative to the best compared isomer or geometry (same formula, charge and spin) in kcal/mol: 77.1
Charge: 0
Kohn-Sham gap (spin up / spin down) in Ha: 0.3416 / 0.3416
Calculated total energy in eV: -5218.7955

```
8
Properties=species:S:1:pos:R:3:forces:R:3
C -1.468 -0.029 0.290 1.323 -2.325 -0.896
C -0.425 0.618 -0.125 4.185 -2.743 0.219
C 1.674 -0.380 -0.176 -1.517 4.380 1.271
O 2.679 0.135 0.184 -1.340 -0.306 -0.265
H -2.327 0.498 0.449 -2.515 1.221 0.480
H -1.531 -1.138 0.283 0.191 0.843 0.447
H -0.178 1.602 -0.314 0.006 1.915 -0.077
H 1.575 -1.307 -0.590 -0.332 -2.987 -1.177
```
Positions in Å, forces in eV/Å.

=====

3.
Molecular formula: C10H21ErFN2O4
Method: DFT, wB97M-V/def2-TZVPD

Summary:
Charge: +3
Kohn-Sham gap (spin up / spin down) in Ha: 0.2294 / 0.1829
Multiplicity: 4
<S²>: 3.76
Calculated total energy in eV: -52181.7253

```
39
Properties=species:S:1:pos:R:3:forces:R:3
C -2.761 0.159 2.593 1.184 0.358 -0.474
C -1.270 -0.266 2.669 -1.922 -1.091 0.669
O -0.776 -0.158 3.917 0.731 0.138 -0.216
C -0.470 0.763 1.695 0.609 0.557 -1.245
O 0.820 0.291 1.426 -0.463 0.922 0.518
N 1.021 0.269 0.035 0.865 -0.297 -0.213
C 2.062 1.200 -0.400 -0.581 1.998 0.338
C 1.390 2.514 -0.987 1.628 -0.283 -0.343
C 1.905 2.850 -2.499 -2.100 -0.081 1.019
N 0.801 2.773 -3.406 0.474 -0.071 -0.030
C 1.226 -1.047 -0.469 -1.190 -0.774 3.946
O 1.588 -1.238 -1.539 1.679 0.164 -5.033
O 0.914 -1.992 0.394 -1.159 0.326 0.705
C 0.405 -3.206 -0.248 0.053 -0.952 -0.030
C -0.869 -3.002 -1.050 -0.364 -0.098 0.024
C -2.107 -2.901 -0.164 0.204 0.260 0.415
F -3.250 -3.117 -0.876 -0.155 0.048 -0.372
H -3.109 -0.205 1.624 -0.205 0.114 0.116
H -3.340 -0.287 3.402 0.169 0.069 0.058
H -2.787 1.250 2.613 -0.531 -0.096 0.176
H -1.131 -1.281 2.260 0.626 0.308 -0.221
H 0.055 -0.676 4.015 -0.291 -0.053 0.251
H -0.490 1.756 2.155 0.145 -0.384 0.593
H -1.040 0.811 0.765 -0.165 -0.357 0.154
H 2.724 0.774 -1.153 -0.352 -0.462 0.078
H 2.682 1.541 0.438 -0.058 -0.645 0.186
H 0.322 2.339 -1.080 -0.003 0.239 0.035
H 1.483 3.374 -0.251 -0.178 -0.468 -0.217
H 2.696 2.168 -2.835 0.176 0.309 0.124
H 2.255 3.936 -2.514 -1.227 -1.352 -2.212
H -0.022 3.251 -3.054 0.033 0.029 -0.204
H 0.558 1.800 -3.580 0.098 0.134 -0.345
H 1.212 -3.671 -0.812 -0.054 0.295 -0.199
H 0.180 -3.900 0.564 0.203 0.280 0.177
H -0.997 -3.886 -1.683 0.080 0.067 0.034
H -0.856 -2.135 -1.718 0.257 -0.160 -0.039
H -2.187 -1.882 0.253 0.023 -0.110 0.084
H -2.100 -3.620 0.661 0.166 -0.004 -0.063
Er 3.263 4.648 -1.163 1.596 1.123 1.756
```
Positions in Å, forces in eV/Å.